Density functional theory data (the ωB97M-V functional and the def2-TZVPD basis) for a cluster of 2 separate species, C5H10IN in total in a non-equilibrium geometry.

Cartesian coordinates (Å):
C (1.0767, 1.1523, 0.2669)
C (1.0071, -0.3532, 0.1184)
C (0.8964, -1.3684, -0.6790)
C (0.7778, -1.7707, 0.7874)
C (-0.6667, -1.9985, 1.3179)
H (1.9593, 1.3966, 0.9507)
H (0.3876, 1.6510, 0.9111)
H (1.1701, 1.8281, -0.5728)
H (1.0891, -1.9019, -1.5776)
H (1.6558, -2.2155, 1.2905)
H (-0.7483, -3.0315, 1.7542)
H (-1.3004, -1.7828, 0.4093)
H (-0.9609, -1.2534, 2.0327)
N (-1.1936, 2.4267, -1.7479)
I (-2.8966, 3.3004, -0.9839)
H (-1.0452, 2.4901, -2.7160)
H (-1.2081, 1.4307, -1.5618)

Values from the calculation:
**E_LUMO**: -0.190 eV
**E_HOMO**: -9.046 eV
**Relative energy (zero: lowest compared OMol25 entry of this formula, charge and spin)**: 253.4 kJ/mol
**Energy**: -14933.9645 eV
**SMILES string**: CC1=C[C@@H]1C.NI
**Spin multiplicity**: 1